# 1
C3H9N2 | wB97M-V/def2-TZVPD

Last column: Mulliken charge in e.
Geometry (Å):
C 1.655 -0.380 0.422  -0.275
C 0.018 0.553 -0.414  -0.472
C -2.565 0.082 0.389  -0.803
N 0.970 0.949 0.549  -0.284
N 0.709 -0.718 -0.698  -0.069
H 2.709 -0.204 0.139  0.300
H 1.634 -1.022 1.360  0.266
H -0.097 1.132 -1.253  0.333
H -3.223 0.920 0.529  0.326
H -2.094 -0.249 1.278  0.334
H -2.606 -0.482 -0.579  0.307
H 1.590 1.837 0.406  0.329
H 1.083 -0.837 -1.658  0.354
H 0.217 -1.579 -0.470  0.354

Calculated values
energy relative to the best compared isomer or geometry (same formula, charge and spin)	138.6	kcal/mol
frontier orbital gap (spin up / spin down)	7.97 / 9.31	eV
net charge	+1



# 2
C2HCl2FN | wB97M-V/def2-TZVPD

Last column: Mulliken charge in e.
Geometry (Å):
C 1.624 0.035 0.042  0.075
N 0.498 0.040 0.016  0.177
C -0.908 -0.002 0.031  0.517
F -0.972 -1.433 -0.526  -0.199
Cl -1.677 0.124 1.701  0.000
Cl -1.292 1.285 -1.053  0.009
H 2.727 -0.050 -0.210  0.421

Calculated values
energy relative to the best compared isomer or geometry (same formula, charge and spin)	36.1	kcal/mol
frontier orbital gap	10.62	eV
net charge	+1
structure (SMILES)	C#[N+]C(F)(Cl)Cl



# 3
C29H41BrHfN2Sb | wB97M-V/def2-TZVPD

Last column: Mulliken charge in e.
Geometry (Å):
Hf -0.954 0.303 -0.036  0.781
N -2.431 0.226 1.882  -0.324
C -1.671 1.126 2.752  0.685
C -1.312 0.687 4.023  -0.979
C -0.576 1.499 4.862  -0.764
C -0.185 2.763 4.428  -0.902
C -0.556 3.204 3.174  -0.892
C -1.323 2.410 2.309  0.955
C -1.790 3.019 1.032  -0.284
C -2.339 4.295 1.034  -0.414
C -2.698 4.908 -0.161  -0.845
C -2.519 4.258 -1.380  -0.796
C -1.973 2.988 -1.399  -0.454
C -1.602 2.354 -0.199  1.026
H -2.707 -0.584 2.435  0.298
H -3.302 0.689 1.614  0.381
H -1.625 -0.295 4.365  0.401
H -0.322 1.157 5.856  0.465
H 0.392 3.406 5.079  0.482
H -0.263 4.192 2.842  0.644
H -2.504 4.807 1.975  0.615
H -3.119 5.906 -0.140  0.452
H -2.797 4.744 -2.306  0.490
H -1.833 2.495 -2.357  0.489
C 2.056 1.761 0.201  -1.585
C 2.434 0.375 0.712  0.995
C 1.723 0.121 2.040  -1.652
C 3.943 0.227 0.851  -1.392
Sb 1.565 -1.108 -0.690  0.805
C 1.875 -3.226 0.071  1.179
C 3.268 -3.312 0.665  -1.624
C 1.691 -4.123 -1.140  -1.521
C 0.770 -3.411 1.100  -1.335
C 1.965 -0.503 -2.801  1.347
C 3.331 0.158 -2.911  -1.539
C 1.883 -1.757 -3.657  -1.624
C 0.816 0.466 -3.088  -1.664
H 2.396 2.519 0.915  0.498
H 0.959 1.913 0.098  0.714
H 2.515 2.000 -0.756  0.206
H 2.002 0.879 2.778  0.524
H 1.960 -0.855 2.463  0.253
H 0.616 0.195 1.939  0.610
H 4.315 0.956 1.578  0.464
H 4.455 0.415 -0.093  0.347
H 4.229 -0.762 1.204  0.345
H 4.041 -2.974 -0.024  0.374
H 3.476 -4.366 0.882  0.520
H 3.356 -2.768 1.606  0.343
H 2.478 -3.985 -1.879  0.360
H 0.720 -3.990 -1.620  0.267
H 1.747 -5.164 -0.802  0.532
H 0.850 -2.712 1.935  0.290
H 0.854 -4.419 1.520  0.524
H -0.224 -3.335 0.650  0.134
H 4.132 -0.518 -2.610  0.377
H 3.412 1.081 -2.339  0.316
H 3.508 0.410 -3.961  0.499
H 2.724 -2.423 -3.468  0.372
H 1.940 -1.468 -4.711  0.500
H 0.953 -2.311 -3.517  0.357
H 0.805 1.316 -2.394  0.378
H -0.155 -0.048 -3.078  0.257
H 0.937 0.887 -4.092  0.591
Br -4.149 -4.592 -1.514  -0.078
C -4.105 -2.729 -1.419  -0.470
C -5.229 -1.956 -1.686  -0.041
C -5.130 -0.575 -1.590  -0.965
C -3.932 -0.005 -1.218  -0.040
N -2.840 -0.758 -0.964  -0.099
C -2.927 -2.097 -1.076  0.182
H -6.162 -2.429 -1.965  0.508
H -5.979 0.057 -1.810  0.482
H -3.827 1.067 -1.121  0.465
H -2.030 -2.679 -0.899  0.203

Calculated values
frontier orbital gap	7.00	eV
net charge	+3



# 4
C5H11NSi | wB97M-V/def2-TZVPD

Last column: Mulliken charge in e.
Geometry (Å):
H 0.225 3.659 0.628  0.223
N 0.383 2.637 0.675  -0.539
C 0.105 1.926 -0.329  -0.111
Si 0.339 0.068 -0.097  0.422
C 0.862 -0.113 1.715  -1.029
C 1.294 -0.654 -1.538  -1.032
C -1.682 -0.591 -0.119  -0.356
C -1.956 -1.887 -0.253  -0.644
H -0.251 2.372 -1.317  0.349
H 0.034 -0.584 2.300  0.300
H 1.817 -0.620 1.887  0.330
H 0.737 0.905 2.040  0.344
H 2.008 -1.315 -1.015  0.304
H 0.609 -1.188 -2.294  0.272
H 2.073 -0.009 -2.069  0.349
H -2.354 0.112 0.427  0.289
H -2.973 -2.205 -0.039  0.233
H -1.270 -2.514 -0.602  0.296

Calculated values
energy relative to the best compared isomer or geometry (same formula, charge and spin)	62.2	kcal/mol
frontier orbital gap	10.09	eV
structure (SMILES)	[H]/N=C/[Si](C)(C)C=C



# 5
C15H13N3O | wB97M-V/def2-TZVPD

Last column: Mulliken charge in e.
Geometry (Å):
O -0.683 2.016 -1.976  -0.618
C -0.776 1.407 -0.941  0.516
C 0.349 1.150 0.046  -0.629
C 1.687 1.418 -0.582  0.355
C 2.078 2.719 -0.869  -0.320
C 3.296 2.965 -1.476  -0.601
C 4.138 1.914 -1.798  -0.424
C 3.754 0.615 -1.515  -0.613
C 2.532 0.368 -0.914  -0.417
N -1.994 0.904 -0.558  -0.617
N -2.222 0.137 0.557  0.286
C -2.671 0.568 1.779  -0.064
N -2.775 -0.377 2.651  -0.733
C -2.373 -1.526 2.010  0.492
C -2.280 -2.834 2.471  -0.644
C -1.832 -3.793 1.586  -0.407
C -1.478 -3.477 0.272  -0.664
C -1.563 -2.185 -0.209  -0.557
C -2.017 -1.223 0.677  0.621
H 0.188 1.813 0.902  0.403
H 0.294 0.119 0.402  0.418
H 1.421 3.539 -0.623  0.353
H 3.590 3.980 -1.698  0.364
H 5.090 2.106 -2.271  0.373
H 4.405 -0.210 -1.766  0.375
H 2.235 -0.649 -0.698  0.384
H -2.763 1.028 -1.210  0.259
H -2.911 1.598 1.959  0.434
H -2.552 -3.077 3.485  0.429
H -1.748 -4.818 1.913  0.383
H -1.130 -4.262 -0.382  0.379
H -1.288 -1.934 -1.223  0.484

Calculated values
energy relative to the best compared isomer or geometry (same formula, charge and spin)	0.0	kcal/mol
frontier orbital gap	9.74	eV
structure (SMILES)	O=C(Cc1ccccc1)Nn1cnc2ccccc21



# 6
C21H36AsMnN4O6S2 | wB97M-V/def2-TZVPD

Last column: Löwdin spin population.
Geometry (Å):
Mn -0.006 -0.275 -0.706  0.965
C -3.779 -1.603 0.632  0.000
C -2.825 -0.509 1.060  0.006
O -2.187 0.128 0.251  0.008
N -2.744 -0.284 2.398  0.003
C -1.736 0.588 2.979  0.000
C -0.469 -0.160 3.318  0.001
C 0.002 -0.240 4.625  0.000
C 1.134 -0.996 4.884  0.000
C 1.735 -1.671 3.837  0.000
C 1.189 -1.538 2.566  0.002
N 0.130 -0.782 2.309  0.006
H -4.006 -1.465 -0.421  0.000
H -4.695 -1.600 1.225  0.000
H -3.284 -2.570 0.749  0.000
H -3.188 -0.955 3.002  0.000
H -2.145 1.052 3.878  0.000
H -1.517 1.372 2.248  0.000
H -0.516 0.284 5.419  0.000
H 1.530 -1.066 5.890  0.000
H 2.608 -2.291 3.991  0.000
H 1.595 -2.063 1.708  0.000
O 0.692 -0.710 -3.732  -0.001
S -0.242 0.269 -3.202  0.000
O -0.849 1.121 -4.218  -0.001
O 0.498 1.156 -2.177  -0.010
O -1.283 -0.366 -2.321  0.012
C 3.714 -2.737 -0.740  0.000
C 3.977 -1.411 -0.024  0.001
As 2.707 -0.049 -0.666  0.007
C 3.496 0.340 -2.424  -0.003
C 5.011 0.258 -2.542  -0.001
C 3.465 1.490 0.297  0.006
C 3.217 1.423 1.802  0.001
H 4.350 -3.542 -0.363  0.000
H 3.890 -2.643 -1.815  0.000
H 2.668 -3.030 -0.620  0.000
H 5.000 -1.062 -0.169  0.000
H 3.820 -1.523 1.051  0.000
H 3.136 1.343 -2.658  0.000
H 3.000 -0.320 -3.138  0.000
H 5.522 0.936 -1.855  0.000
H 5.315 0.530 -3.557  0.000
H 5.383 -0.750 -2.355  0.000
H 2.979 2.370 -0.129  0.000
H 4.534 1.552 0.085  0.001
H 2.149 1.401 2.022  0.000
H 3.643 2.291 2.312  0.000
H 3.664 0.528 2.242  0.000
S 0.004 2.632 0.721  0.003
C -1.413 3.058 -0.079  0.001
N -1.499 2.783 -1.417  0.000
C -2.614 2.921 -2.129  0.000
C -3.724 3.459 -1.536  0.001
C -3.593 3.777 -0.179  0.000
N -2.510 3.587 0.539  0.001
H -0.683 2.223 -1.795  0.000
H -2.558 2.575 -3.154  0.000
H -4.648 3.590 -2.076  0.000
H -4.437 4.201 0.360  0.000
C -0.624 -4.315 -0.027  -0.001
C -0.523 -3.197 -1.067  0.000
C 0.140 -3.698 -2.343  0.000
O 0.173 -2.136 -0.504  -0.010
H -1.274 -5.126 -0.372  0.000
H -1.018 -3.917 0.912  0.000
H 0.371 -4.727 0.168  0.000
H -1.553 -2.892 -1.326  0.000
H 1.080 -4.207 -2.103  0.000
H 0.358 -2.854 -2.998  0.000
H -0.512 -4.403 -2.869  0.000

Calculated values
energy relative to the best compared isomer or geometry (same formula, charge and spin)	4.9	kcal/mol
frontier orbital gap (spin up / spin down)	6.98 / 6.64	eV
⟨S²⟩	0.801
net charge	-1
spin multiplicity	2



# 7
C4H14N2O2 | wB97M-V/def2-TZVPD

Last column: Löwdin spin population.
Geometry (Å):
C -0.817 0.736 -1.690  0.007
C -1.140 0.244 -0.315  0.020
C -0.443 -1.073 0.015  0.210
C 0.197 -1.296 1.224  0.284
N 0.883 -2.414 1.639  0.214
N -0.411 -2.047 -0.923  0.204
H -0.711 0.000 -2.500  0.000
H 0.095 1.340 -1.737  0.001
H -1.657 1.290 -2.119  0.000
H -2.183 -0.110 -0.380  0.010
H -0.988 0.998 0.472  0.000
H 0.158 -0.540 1.983  0.006
H 0.915 -2.441 2.656  0.005
H 0.525 -3.300 1.295  0.010
H -0.485 -1.855 -1.913  0.007
H 0.235 -2.825 -0.857  0.007
H 0.684 3.200 0.667  0.000
H -0.449 3.722 -0.135  0.000
O -0.274 3.319 0.730  0.000
H 1.378 0.760 0.120  0.003
H 2.670 0.972 1.016  0.000
O 1.819 1.321 0.754  0.012

Calculated values
energy relative to the best compared isomer or geometry (same formula, charge and spin)	10.5	kcal/mol
frontier orbital gap (spin up / spin down)	10.34 / 7.78	eV
⟨S²⟩	0.755
net charge	+1
spin multiplicity	2



# 8
C7H11NS | wB97M-V/def2-TZVPD

Last column: Mulliken charge in e.
Geometry (Å):
C -2.051 1.520 0.080  0.174
C -2.795 0.441 -0.441  -0.811
C -0.525 -1.114 -0.390  -0.310
C 0.747 -1.398 -0.330  1.136
C 1.568 -1.808 -1.548  -1.144
C 1.515 -1.479 0.982  -1.302
C 0.014 2.497 0.805  -0.907
N -0.798 1.439 0.260  -0.235
S -2.061 -1.094 -0.638  -0.191
H -2.752 2.291 0.470  0.292
H -3.819 0.391 -0.402  0.387
H 2.457 -1.260 -1.440  0.363
H 1.696 -2.953 -1.518  0.283
H 1.027 -1.498 -2.500  0.340
H 0.809 -1.490 1.868  0.327
H 2.145 -2.312 0.947  0.434
H 1.940 -0.531 1.085  0.332
H -0.437 3.558 0.622  0.331
H 0.391 2.368 1.900  0.231
H 0.929 2.433 0.187  0.269

Calculated values
energy relative to the best compared isomer or geometry (same formula, charge and spin)	103.3	kcal/mol
frontier orbital gap (spin up / spin down)	7.53 / 7.52	eV